[1]
CH2N2OS2 | ωB97M-V/def2-TZVPD

Values from the calculation:
Kohn-Sham gap (spin up / spin down) = 8.44 / 8.42 eV
LUMO (spin up / spin down) = -1.277 / -1.296 eV
energy above the lowest of the compared OMol25 structures with the same formula, charge and spin = 193.95 kJ/mol
multiplicity = 1
DFT total energy = -1020.31843 Ha

Structure (XYZ):
```
8
Properties=species:S:1:pos:R:3:mulliken_charge:R:1
C 1.70 -0.40 0.12 0.423
N -1.50 0.65 0.28 0.318
N 1.19 -1.18 -0.66 -0.415
O -1.78 1.60 -0.53 -0.422
S 2.44 0.49 1.14 -0.285
S -2.58 -0.32 0.97 -0.103
H 1.02 -1.16 -1.65 0.296
H -0.49 0.33 0.31 0.188
```


[2]
CH2N2P2 | ωB97M-V/def2-TZVPD

Values from the calculation:
Kohn-Sham gap (spin up / spin down) = 7.84 / 6.11 eV
LUMO (spin up / spin down) = -1.841 / -3.214 eV
energy above the lowest of the compared OMol25 structures with the same formula, charge and spin = 649.20 kJ/mol
multiplicity = 1
DFT total energy = -831.27808 Ha

Structure (XYZ):
```
7
Properties=species:S:1:pos:R:3:mulliken_charge:R:1
C 0.84 0.52 -0.11 -0.370
N -0.68 -0.29 -2.35 -0.303
N -1.75 -1.02 0.59 -0.420
P 0.26 0.77 -1.76 0.185
P -0.41 -0.37 0.88 0.386
H 1.59 0.94 0.53 0.397
H 0.14 -0.54 2.22 0.123
```